## a
The following is a DFT calculation (ωB97M-V/def2-TZVPD) of a 2-piece molecular cluster, C5H10OS overall.

Values from the calculation:
charge: 0
LUMO level: 0.753 eV

Structure (XYZ):
```
17
C5H10OS, DFT ωB97M-V/def2-TZVPD
C 2.509 -1.559 -0.113
C 1.374 -1.533 -1.007
C 0.255 0.017 1.595
C -2.255 1.999 -0.740
C -1.063 -0.366 -0.213
O -0.585 0.577 0.647
S -2.240 0.244 -1.204
H 2.542 -2.376 0.564
H 3.006 -0.620 -0.074
H 0.676 -2.317 -1.150
H 0.850 0.793 1.913
H 1.014 -0.720 1.204
H -0.393 -0.447 2.408
H -2.871 2.565 -1.575
H -1.196 2.383 -0.727
H -2.652 2.073 0.186
H 1.029 -0.713 -1.715
```


## b
The following is a DFT calculation (ωB97M-V/def2-TZVPD) of one molecule with the formula C5H10OS.

Values from the calculation:
charge: 0
structure (SMILES): C=C(C)[S@](=C)(C)=O
LUMO level: 0.719 eV

Structure (XYZ):
```
17
C5H10OS, DFT ωB97M-V/def2-TZVPD
C 1.575 1.215 0.130
C 0.979 0.111 -0.383
C 1.533 -1.093 -1.033
S -1.055 -0.050 -0.188
C -2.084 1.181 -0.314
C -1.045 -0.615 1.516
O -1.397 -1.112 -1.156
H 1.066 1.894 0.873
H 2.495 1.569 -0.279
H 2.609 -0.805 -1.326
H 1.633 -1.973 -0.447
H 0.844 -1.342 -1.823
H -2.268 1.336 -1.321
H -2.089 1.909 0.379
H -0.291 -1.450 1.340
H -0.503 0.162 2.087
H -2.001 -0.937 1.947
```


## c
The following is a DFT calculation (ωB97M-V/def2-TZVPD) of a 2-piece molecular cluster, C5H10OS overall.

Values from the calculation:
charge: 0
LUMO level (spin up / spin down): -0.274 / -0.274 eV

Structure (XYZ):
```
17
C5H10OS, DFT ωB97M-V/def2-TZVPD
C 0.360 0.453 1.343
C -1.992 1.326 -0.192
C 0.575 -0.291 0.254
C 1.263 0.297 -0.949
C 0.065 -1.672 0.141
O -3.773 -0.355 0.573
S -2.850 -0.017 -0.596
H 0.580 1.565 1.345
H -0.415 0.146 2.108
H -1.220 1.665 -0.831
H -2.348 1.772 0.804
H 2.000 -0.472 -1.081
H 1.611 1.178 -0.615
H 0.546 0.234 -1.791
H -0.503 -2.000 1.027
H 0.679 -2.511 -0.172
H -0.807 -1.564 -0.518
```


Each structure's energy above the most stable one, in eV: a 1.763; b 1.613; c 0.000.


## a
The following is a DFT calculation (ωB97M-V/def2-TZVPD) of one molecule with the formula C5H9NO3.

Values from the calculation:
charge: 0
LUMO level: 0.786 eV

Structure (XYZ):
```
18
C5H9NO3, DFT ωB97M-V/def2-TZVPD
C -1.095 -1.544 0.547
C 1.216 -0.292 -1.983
N -0.346 -0.397 0.064
C -0.573 1.075 0.601
C 1.114 -0.509 -0.499
C -1.099 1.737 1.634
O -1.176 0.639 -0.548
O 1.091 1.349 0.119
O 1.808 -1.255 0.154
H 1.639 1.227 0.909
H -0.381 -2.206 1.033
H -1.575 -2.045 -0.294
H -1.832 -1.194 1.271
H 2.265 -0.149 -2.237
H 0.843 -1.184 -2.492
H 0.654 0.580 -2.308
H -2.025 2.275 1.491
H -0.529 1.893 2.537
```


## b
The following is a DFT calculation (ωB97M-V/def2-TZVPD) of one molecule with the formula C5H9NO3.

Values from the calculation:
charge: 0
structure (SMILES): CC(=O)[C@H](N)CC(=O)O
LUMO level: 0.646 eV

Structure (XYZ):
```
18
C5H9NO3, DFT ωB97M-V/def2-TZVPD
C -1.085 1.610 0.429
C -1.219 0.640 -0.702
O -1.714 0.915 -1.766
C -0.646 -0.767 -0.464
N -0.753 -1.147 0.933
C 0.834 -0.789 -0.923
C 1.761 -0.351 0.184
O 2.245 -1.086 1.002
O 2.016 0.961 0.158
H -0.089 2.047 0.368
H -1.819 2.405 0.332
H -1.173 1.096 1.381
H -1.199 -1.437 -1.147
H -0.127 -1.915 1.150
H -1.699 -1.435 1.153
H 0.954 -0.139 -1.789
H 1.105 -1.812 -1.189
H 2.607 1.203 0.889
```


Each structure's energy above the most stable one, in eV: a 6.093; b 0.000.


## a
The following is a DFT calculation (ωB97M-V/def2-TZVPD) of a 2-piece molecular cluster, CH6N2O overall.

Values from the calculation:
charge: 0
LUMO level (spin up / spin down): -0.334 / 0.081 eV

Structure (XYZ):
```
10
CH6N2O, DFT ωB97M-V/def2-TZVPD
C 0.935 -0.050 0.371
N -0.818 -0.827 -0.666
N -0.351 -0.625 0.549
O 0.977 1.139 -0.439
H 1.425 0.206 1.385
H 1.533 -0.899 -0.103
H -1.796 -1.181 -0.840
H -0.700 -0.209 -1.485
H -1.308 0.931 1.404
H 0.103 1.515 -0.175
```


## b
The following is a DFT calculation (ωB97M-V/def2-TZVPD) of a 2-piece molecular cluster, CH6N2O overall.

Values from the calculation:
charge: 0
structure (SMILES): [H]/N=C/N.O
LUMO level: 0.936 eV

Structure (XYZ):
```
10
CH6N2O, DFT ωB97M-V/def2-TZVPD
H 1.090 1.210 -1.283
N 0.758 0.732 -0.445
C 1.178 1.310 0.599
N 0.859 0.920 1.863
H 1.845 2.168 0.615
H 1.313 1.391 2.619
H 0.359 0.068 2.049
O -2.656 -2.433 -2.314
H -2.840 -3.281 -1.887
H -1.905 -2.085 -1.816
```


## c
The following is a DFT calculation (ωB97M-V/def2-TZVPD) of a 2-piece molecular cluster, CH6N2O overall.

Values from the calculation:
charge: 0
structure (SMILES): [H]/N=C\N.O
LUMO level: 0.597 eV

Structure (XYZ):
```
10
CH6N2O, DFT ωB97M-V/def2-TZVPD
H -0.924 0.738 -1.072
N -1.828 0.436 -0.715
C -1.543 -0.357 0.268
N -0.332 -0.331 0.826
H -2.253 -1.083 0.768
H 0.614 -0.457 0.419
H -0.261 -0.149 1.834
O 2.663 0.149 -0.398
H 3.146 0.203 -1.251
H 2.750 0.965 0.103
```


## d
The following is a DFT calculation (ωB97M-V/def2-TZVPD) of a 2-piece molecular cluster, CH6N2O overall.

Values from the calculation:
charge: 0
structure (SMILES): [H]/N=C/N.O
LUMO level: 0.865 eV

Structure (XYZ):
```
10
CH6N2O, DFT ωB97M-V/def2-TZVPD
H 0.184 -0.927 2.240
N 0.571 -0.532 1.357
C 0.156 0.678 1.101
N 0.270 1.080 -0.227
H -0.204 1.562 1.684
H 0.826 0.504 -0.870
H 0.225 2.034 -0.530
O -0.955 -1.737 -1.714
H 0.014 -1.842 -1.544
H -1.087 -0.820 -1.497
```


Each structure's energy above the most stable one, in eV: a 4.899; b 0.000; c 0.921; d 0.369.


## a
The following is a DFT calculation (ωB97M-V/def2-TZVPD) of one molecule with the formula C27H29FN4O3.

Values from the calculation:
charge: 0
structure (SMILES): O=C(CN1CCN(CC(=O)Nc2ccc(OCc3ccccc3)cc2)CC1)Nc1ccc(F)cc1
LUMO level: 0.433 eV

Structure (XYZ):
```
64
C27H29FN4O3, DFT ωB97M-V/def2-TZVPD
O -5.521 -0.028 -0.967
C -5.188 -0.062 0.197
C -5.241 -1.351 1.022
N -4.093 -2.213 0.797
C -2.826 -1.632 1.197
C -1.748 -2.710 1.133
N -1.644 -3.210 -0.227
C -0.524 -4.119 -0.379
C 0.809 -3.366 -0.402
O 1.846 -3.875 -0.035
N 0.663 -2.115 -0.899
C 1.617 -1.110 -1.080
C 2.974 -1.311 -0.864
C 3.878 -0.283 -1.066
C 3.440 0.966 -1.489
O 4.241 2.045 -1.729
C 5.637 1.892 -1.609
C 6.125 1.677 -0.196
C 5.396 2.156 0.883
C 5.854 1.967 2.174
C 7.050 1.306 2.398
C 7.785 0.833 1.325
C 7.324 1.014 0.033
C 2.076 1.169 -1.701
C 1.177 0.145 -1.499
C -2.916 -3.791 -0.621
C -4.000 -2.720 -0.560
N -4.666 0.996 0.883
C -4.421 2.300 0.438
C -4.713 2.724 -0.856
C -4.451 4.027 -1.234
C -3.897 4.900 -0.316
F -3.643 6.174 -0.685
C -3.597 4.502 0.975
C -3.862 3.199 1.346
H -6.133 -1.907 0.721
H -5.302 -1.135 2.092
H -2.911 -1.271 2.226
H -2.527 -0.791 0.547
H -0.786 -2.289 1.434
H -2.011 -3.520 1.835
H -0.615 -4.633 -1.341
H -0.476 -4.887 0.408
H -0.299 -1.867 -1.112
H 3.322 -2.276 -0.534
H 4.923 -0.471 -0.878
H 5.993 1.082 -2.261
H 6.043 2.837 -1.991
H 4.464 2.672 0.705
H 5.277 2.338 3.008
H 7.408 1.159 3.406
H 8.719 0.316 1.493
H 7.896 0.638 -0.803
H 1.744 2.142 -2.027
H 0.123 0.314 -1.670
H -2.832 -4.163 -1.644
H -3.198 -4.628 0.039
H -4.962 -3.154 -0.836
H -3.760 -1.922 -1.281
H -4.421 0.837 1.850
H -5.147 2.032 -1.558
H -4.674 4.369 -2.232
H -3.166 5.205 1.669
H -3.633 2.875 2.351
```


## b
The following is a DFT calculation (ωB97M-V/def2-TZVPD) of one molecule with the formula C27H29FN4O3.

Values from the calculation:
charge: 0
structure (SMILES): Cc1ccccc1N(C(=O)CCC(=O)Nc1ccccn1)[C@H](C(=O)NC(C)C)c1ccc(F)cc1
LUMO level: 0.612 eV

Structure (XYZ):
```
64
C27H29FN4O3, DFT ωB97M-V/def2-TZVPD
C 0.655 1.016 2.348
C 1.623 1.707 1.439
C 2.479 2.679 1.949
C 3.415 3.307 1.150
C 3.517 2.975 -0.191
C 2.677 2.015 -0.719
C 1.733 1.387 0.086
N 0.902 0.383 -0.492
C -0.248 0.652 -1.128
O -0.960 -0.254 -1.565
C -0.656 2.101 -1.299
C -1.539 2.638 -0.165
C -3.010 2.228 -0.134
O -3.835 2.984 0.332
N -3.288 0.984 -0.600
C -4.507 0.317 -0.567
C -5.730 0.925 -0.282
C -6.862 0.132 -0.290
C -6.749 -1.221 -0.577
C -5.487 -1.724 -0.840
N -4.394 -0.982 -0.835
C 1.381 -1.011 -0.476
C 0.778 -1.777 0.732
O 1.413 -2.087 1.719
N -0.520 -2.045 0.548
C -1.353 -2.744 1.508
C -1.930 -3.996 0.854
C -2.469 -1.820 1.990
C 2.883 -1.067 -0.544
C 3.489 -1.365 -1.759
C 4.866 -1.389 -1.880
C 5.632 -1.114 -0.763
F 6.977 -1.125 -0.873
C 5.058 -0.826 0.461
C 3.679 -0.800 0.564
H 1.154 0.192 2.860
H -0.184 0.593 1.800
H 0.282 1.703 3.105
H 2.406 2.939 2.995
H 4.068 4.055 1.573
H 4.250 3.456 -0.820
H 2.745 1.737 -1.761
H 0.235 2.726 -1.363
H -1.202 2.170 -2.243
H -1.115 2.365 0.804
H -1.539 3.730 -0.209
H -2.546 0.400 -0.993
H -5.774 1.977 -0.060
H -7.827 0.568 -0.077
H -7.614 -1.865 -0.595
H -5.333 -2.772 -1.064
H 0.966 -1.475 -1.381
H -0.978 -1.731 -0.302
H -0.700 -3.019 2.343
H -1.131 -4.641 0.497
H -2.559 -3.713 0.012
H -2.532 -4.549 1.569
H -3.091 -1.523 1.148
H -3.091 -2.334 2.718
H -2.058 -0.930 2.460
H 2.880 -1.579 -2.625
H 5.345 -1.617 -2.819
H 5.685 -0.624 1.314
H 3.226 -0.594 1.518
```


Each structure's energy above the most stable one, in eV: a 1.875; b 0.000.